# 1
# C47H47CuGeN3O4S

C47H47CuGeN3O4S as an isolated structure in a non-equilibrium geometry (ωB97M-V with the def2-TZVPD basis set, the OMol25 dataset).

Results
F_max = 1.5 eV/Å
Energy = -6400.03483 Ha
⟨S²⟩ = 0.771
LUMO (spin up / spin down) = 3.9 / 3.9 eV
Energy above the lowest of the compared OMol25 structures with the same formula, charge and spin = 0.0 kJ/mol

ORCA input file:
```
! wB97M-V def2-TZVPD RIJCOSX def2/J DEFGRID3
* xyz -2 2
Cu 0.72 -0.72 1.49
S 5.14 -1.53 1.12
C 4.75 -0.33 2.31
C 3.50 0.15 2.10
N 2.84 -0.40 1.05
C 3.58 -1.27 0.42
H 5.46 -0.07 3.07
H 3.01 0.90 2.69
H 3.26 -1.86 -0.42
O 1.74 -1.82 5.38
C 1.64 -1.94 4.15
O 1.15 -1.05 3.40
C 2.12 -3.26 3.54
C 2.46 -4.31 4.40
C 2.85 -5.54 3.90
C 2.91 -5.75 2.54
C 2.60 -4.70 1.65
C 2.20 -3.46 2.18
N 2.66 -4.91 0.28
O 2.43 -3.94 -0.50
O 2.95 -6.06 -0.15
H 2.41 -4.12 5.47
H 3.10 -6.35 4.57
H 3.19 -6.70 2.12
H 1.94 -2.67 1.49
C -0.70 4.29 1.52
C -1.54 3.08 1.20
C -2.92 3.17 1.39
C -3.73 2.08 1.10
C -5.23 2.17 1.17
C -3.14 0.87 0.79
C -1.74 0.69 0.72
C -0.97 1.90 0.77
N -1.10 -0.50 0.58
C -1.83 -1.76 0.53
C -0.77 -2.88 0.46
C -1.40 -4.26 0.43
C -2.33 -4.40 -0.78
C -3.40 -3.31 -0.71
C -4.22 -3.48 0.57
C -3.29 -3.40 1.79
C -2.22 -4.48 1.70
C -2.63 -2.03 1.83
C -2.71 -1.94 -0.72
H -1.32 5.18 1.59
H 0.07 4.46 0.78
H -0.20 4.14 2.48
H -3.37 4.10 1.72
H -5.54 3.21 1.28
H -5.63 1.61 2.01
H -5.69 1.78 0.26
H -3.80 0.05 0.60
H 0.80 0.82 0.31
H -0.14 -2.80 1.34
H -0.14 -2.73 -0.42
H -0.60 -5.01 0.37
H -2.79 -5.39 -0.79
H -1.75 -4.28 -1.70
H -4.06 -3.40 -1.58
H -4.73 -4.45 0.56
H -4.97 -2.69 0.63
H -3.89 -3.55 2.70
H -2.67 -5.48 1.69
H -1.56 -4.41 2.57
H -1.92 -1.98 2.66
H -3.38 -1.26 2.00
H -3.47 -1.16 -0.82
H -2.06 -1.88 -1.60
C 0.46 1.86 0.35
Ge 0.78 2.58 -1.51
C 2.59 2.08 -2.20
C 3.61 1.78 -1.32
C 4.89 1.52 -1.77
C 5.18 1.58 -3.12
C 4.16 1.87 -4.02
C 2.88 2.10 -3.56
C 0.78 4.57 -1.60
C 1.97 5.30 -1.52
C 1.95 6.68 -1.49
C 0.74 7.36 -1.51
C -0.45 6.64 -1.57
C -0.42 5.26 -1.63
C -0.57 2.02 -2.86
C -1.39 0.92 -2.63
C -2.28 0.49 -3.60
C -2.33 1.13 -4.83
C -1.51 2.21 -5.08
C -0.66 2.67 -4.09
H 1.10 2.40 1.05
H 3.40 1.76 -0.26
H 5.67 1.26 -1.06
H 6.18 1.39 -3.48
H 4.38 1.92 -5.08
H 2.08 2.29 -4.27
H 2.91 4.76 -1.47
H 2.88 7.23 -1.44
H 0.72 8.44 -1.46
H -1.40 7.16 -1.58
H -1.35 4.70 -1.66
H -1.33 0.41 -1.68
H -2.94 -0.34 -3.40
H -3.00 0.77 -5.60
H -1.53 2.70 -6.04
H -0.04 3.55 -4.26
*
```

Atom charges from the Löwdin analysis, given in e for atoms 1 to 4: atom 1 (Cu): 0.329, atom 2 (S): 0.999, atom 3 (C): -0.384, atom 4 (C): -0.250

# 2
# C47H47MnN6OP2S4

C47H47MnN6OP2S4 as an isolated structure in a non-equilibrium geometry (ωB97M-V with the def2-TZVPD basis set, the OMol25 dataset).

Results
F_max = 3.5 eV/Å
Energy = -5649.08792 Ha
⟨S²⟩ = 3.870
LUMO (spin up / spin down) = -3.4 / -5.2 eV
Energy above the lowest of the compared OMol25 structures with the same formula, charge and spin = 566.1 kJ/mol

ORCA input file:
```
! wB97M-V def2-TZVPD RIJCOSX def2/J DEFGRID3
* xyz 1 4
Mn 0.25 0.04 0.36
S 1.22 2.08 0.33
C 0.13 3.11 1.24
C 0.28 4.49 1.22
C -0.58 5.29 1.96
C -1.58 4.71 2.73
C -1.73 3.33 2.76
C -0.88 2.52 2.01
S -1.04 0.77 2.06
H 1.07 4.93 0.62
H -0.47 6.36 1.94
H -2.24 5.33 3.32
H -2.50 2.87 3.36
C -2.98 -4.73 5.14
S -2.35 -3.04 5.30
C -0.57 -3.38 5.38
C 0.07 -3.64 4.02
C -0.05 -2.41 3.13
N 0.71 -2.56 1.83
P -0.38 -2.26 0.49
C -1.73 -3.42 0.89
C -3.06 -3.03 0.90
C -4.05 -3.97 1.16
C -3.71 -5.29 1.40
C -2.37 -5.68 1.40
C -1.38 -4.75 1.14
C 0.33 -3.14 -0.93
C -0.37 -2.96 -2.13
C 0.02 -3.64 -3.27
C 1.10 -4.51 -3.21
C 1.80 -4.68 -2.03
C 1.42 -3.99 -0.88
P 1.80 -1.18 1.73
C 2.82 -1.49 3.19
C 3.00 -0.47 4.11
C 3.69 -0.72 5.29
C 4.19 -1.99 5.54
C 4.04 -3.00 4.60
C 3.35 -2.76 3.42
C 2.92 -1.35 0.31
C 2.41 -0.66 -0.89
C 3.40 0.16 -1.68
C 4.80 0.05 -1.31
C 5.21 -0.84 -0.40
C 4.26 -1.49 0.46
H -4.05 -4.68 5.28
H -2.54 -5.36 5.91
H -2.76 -5.13 4.15
H -0.43 -4.23 6.05
H -0.13 -2.50 5.85
H -0.41 -4.49 3.54
H 1.12 -3.88 4.16
H 0.31 -1.54 3.68
H -1.11 -2.21 2.93
H -3.32 -1.99 0.71
H -5.09 -3.67 1.15
H -4.48 -6.02 1.58
H -2.10 -6.71 1.60
H -0.34 -5.04 1.11
H -1.23 -2.30 -2.15
H -0.53 -3.51 -4.20
H 1.39 -5.06 -4.10
H 2.64 -5.36 -2.00
H 1.96 -4.12 0.04
H 2.59 0.52 3.91
H 3.82 0.07 6.02
H 4.70 -2.19 6.47
H 4.44 -3.98 4.80
H 3.22 -3.54 2.69
H 1.38 -0.25 -0.85
H 3.04 1.08 -2.10
H 5.50 0.71 -1.82
H 6.27 -0.95 -0.17
H 4.65 -2.00 1.33
N -1.00 0.42 -0.95
C -2.05 0.74 -1.40
N -3.07 1.19 -1.93
C -4.25 0.85 -2.37
N -5.31 0.62 -2.76
C 4.03 1.40 -6.47
C 4.05 1.67 -4.96
C 2.81 2.42 -4.48
N 1.59 1.62 -4.61
C 1.26 0.69 -3.77
S 2.72 -1.32 -2.55
N 0.13 -0.01 -3.81
C -1.14 0.26 -4.43
O -1.85 -0.68 -4.64
C -1.47 1.68 -4.70
C -1.28 2.66 -3.72
C -1.60 3.97 -3.99
C -2.08 4.33 -5.25
C -2.27 3.36 -6.23
C -1.98 2.03 -5.95
H 4.96 0.94 -6.78
H 3.90 2.33 -7.03
H 3.21 0.72 -6.73
H 4.92 2.27 -4.70
H 4.11 0.72 -4.43
H 2.66 3.33 -5.07
H 2.93 2.72 -3.44
H 1.00 1.82 -5.42
H 0.17 -0.91 -3.35
H -0.90 2.38 -2.74
H -1.48 4.73 -3.23
H -2.30 5.36 -5.47
H -2.66 3.63 -7.20
H -2.15 1.26 -6.69
*
```

Atom charges from the Löwdin analysis, given in e for atoms 1 to 4: atom 1 (Mn): -0.174, atom 2 (S): 0.690, atom 3 (C): -0.659, atom 4 (C): -0.124